No. 1
The following is a quantum chemistry calculation of one molecule with the formula C4H6I2 in a non-equilibrium geometry, from the Open Molecules 2025 dataset.

Atoms and positions in Å:
C  0.928  -0.170  1.304
C  1.183  0.615  0.064
C  -0.242  0.584  -0.520
C  -0.818  -0.640  -0.927
I  -1.475  2.376  0.007
I  -2.677  -1.450  0.082
H  0.888  -1.230  1.240
H  0.097  0.300  1.947
H  1.316  1.661  0.333
H  1.949  0.071  -0.628
H  0.001  -1.536  -0.897
H  -1.149  -0.579  -2.005

The value obtained for the gap between HOMO and LUMO (alpha / beta) is 0.2788 / 0.2817 Eh. As for the charge: 0. Its highest occupied orbital energy (alpha / beta) is -8.10 / -8.65 eV.

Results of the Löwdin charge analysis, in e, for atoms 1 through 4: 0.01, -0.37, -0.72, -0.71

No. 2
The following is a quantum chemistry calculation of C4H6IN2 as an isolated structure in a non-equilibrium geometry, from the Open Molecules 2025 dataset.

Atoms and positions in Å:
C  0.964  -0.359  -3.296
C  0.378  -0.102  -2.250
C  0.559  -0.499  0.371
C  -1.120  0.564  1.864
N  0.078  -0.253  1.508
N  -0.260  0.316  -1.174
I  2.144  -1.724  0.026
H  1.263  -0.672  -4.194
H  -1.880  -0.201  2.163
H  -0.933  1.193  2.770
H  -1.423  1.109  0.945
H  0.408  -0.677  2.356
H  -0.178  1.306  -1.091

The value obtained for the gap between HOMO and LUMO is 0.3106 Eh. As for the charge: +1. Its highest occupied orbital energy is -13.23 eV.

Results of the Löwdin charge analysis, in e, for atoms 1 through 4: 0.19, -0.34, -0.60, 0.01

Energy above the lowest of the compared OMol25 structures with the same formula, charge and spin readings, ordered: 65.7, 112.8 kcal/mol
DFT total energy readings, ordered: -20442.4448, -15314.3087 eV